(1)
C39H33BrILuN5O2 as an isolated structure. Source: OMol25; level of theory: ωB97M-V/def2-TZVPD.

Computed properties:
energy above the lowest of the compared OMol25 structures with the same formula, charge and spin: 14.0 kcal per mole
multiplicity: 1
total charge: +1

Each line ends with the Löwdin charge.
CARTESIAN COORDINATES (ANGSTROEM)
Lu 0.511 -0.019 0.180  1.67
C 1.007 -3.033 -1.737  -0.16
C -0.382 -3.381 -1.196  -0.10
C -1.468 -2.430 -1.613  -0.27
C -2.442 -2.819 -2.524  0.00
C -3.509 -1.977 -2.783  -0.05
C -3.592 -0.777 -2.094  -0.08
C -2.562 -0.441 -1.242  -0.21
N -1.495 -1.224 -1.028  0.01
N 1.817 -2.206 -0.823  -0.20
C 2.223 -2.989 0.349  -0.15
C 2.826 -2.131 1.431  -0.28
C 3.480 -2.727 2.501  0.00
C 4.096 -1.924 3.442  -0.03
C 4.069 -0.546 3.273  -0.04
C 3.372 -0.032 2.199  -0.13
N 2.733 -0.803 1.308  0.03
C 3.052 -1.825 -1.537  -0.13
C 2.995 -0.507 -2.250  -0.27
C 3.606 -0.321 -3.479  0.00
C 3.743 0.967 -3.977  -0.03
C 3.286 2.029 -3.215  -0.06
C 2.645 1.753 -2.020  -0.22
N 2.473 0.511 -1.554  0.01
H 0.906 -2.483 -2.677  0.13
H 1.548 -3.963 -1.956  0.13
H -0.361 -3.398 -0.106  0.10
H -0.654 -4.380 -1.533  0.12
H -2.370 -3.785 -3.005  0.12
H -4.276 -2.260 -3.492  0.12
H -4.434 -0.113 -2.229  0.11
H -2.583 0.491 -0.691  0.10
H 2.953 -3.755 0.054  0.15
H 1.376 -3.514 0.785  0.09
H 3.490 -3.806 2.587  0.13
H 4.608 -2.364 4.288  0.12
H 4.570 0.116 3.964  0.11
H 3.308 1.035 2.029  0.10
H 3.359 -2.621 -2.224  0.13
H 3.846 -1.714 -0.798  0.13
H 3.997 -1.167 -4.028  0.12
H 4.214 1.140 -4.935  0.12
H 3.396 3.051 -3.547  0.12
H 2.254 2.548 -1.395  0.10
Br -3.096 0.966 -5.219  0.75
C -3.056 2.609 -4.282  -0.73
C -4.051 3.537 -4.556  -0.12
C -4.061 4.756 -3.898  -0.06
C -3.078 5.049 -2.965  -0.07
C -2.079 4.128 -2.693  -0.14
C -2.068 2.908 -3.350  -0.65
I -0.490 1.545 -2.959  1.10
H -4.812 3.298 -5.285  0.10
H -4.832 5.478 -4.128  0.11
H -3.080 5.996 -2.443  0.11
H -1.308 4.372 -1.977  0.08
C 0.070 4.517 2.625  -0.10
C 0.713 3.443 3.220  -0.10
C 0.977 2.292 2.488  -0.18
C 0.632 2.145 1.131  -0.29
C -0.035 3.252 0.585  -0.19
C -0.314 4.411 1.297  -0.10
H -0.136 5.418 3.189  0.10
H 1.009 3.501 4.262  0.10
H 1.442 1.470 3.025  0.07
H -0.365 3.213 -0.448  0.00
H -0.839 5.232 0.820  0.10
O -1.405 0.272 1.394  -0.10
C -1.177 -0.710 2.122  -0.46
N -0.212 -1.606 1.807  0.04
C -0.281 -2.644 2.739  -0.39
O 0.380 -3.659 2.711  0.09
C -1.337 -2.305 3.749  -0.09
C -1.791 -2.973 4.863  0.01
C -2.813 -2.372 5.596  -0.05
C -3.352 -1.148 5.216  -0.05
C -2.895 -0.482 4.080  0.01
C -1.887 -1.090 3.364  -0.09
H -1.367 -3.924 5.156  0.12
H -3.197 -2.867 6.478  0.11
H -4.137 -0.704 5.813  0.11
H -3.305 0.470 3.770  0.12



(2)
A 24-piece molecular cluster, C39H33Cl92N3O2 overall. Source: OMol25; level of theory: ωB97M-V/def2-TZVPD.

Computed properties:
multiplicity: 1
total charge: 0

Each line ends with the Löwdin charge.
CARTESIAN COORDINATES (ANGSTROEM)
C -0.368 -2.588 6.742  -0.11
C -0.344 -2.410 5.204  -0.24
C 0.352 -1.082 4.915  -0.21
C 0.874 -0.917 3.489  -0.22
N -0.092 -0.315 2.574  0.01
C -0.366 1.091 2.886  -0.46
C -1.795 1.081 3.498  -0.10
C -2.870 1.950 2.816  -0.20
C -3.944 2.334 3.876  -0.19
C -5.328 2.364 3.248  -0.30
N -5.911 1.017 3.236  0.01
C -0.133 1.944 1.610  -0.06
C 0.377 3.380 2.059  -0.16
C -0.540 4.392 1.359  -0.12
C -0.877 5.663 2.138  -0.22
O 0.102 6.668 2.016  -0.13
C 1.107 6.553 2.989  -0.26
C 0.671 6.964 4.410  -0.07
C 0.284 3.158 3.577  -0.44
O 0.122 3.890 4.440  0.19
N 0.507 1.760 3.846  0.10
H 0.601 -2.951 7.061  0.07
H -1.178 -3.218 7.070  0.06
H -0.456 -1.596 7.169  0.07
H -1.383 -2.292 4.918  0.10
H 0.129 -3.235 4.703  0.10
H -0.292 -0.264 5.205  0.09
H 1.214 -0.999 5.573  0.11
H 1.101 -1.903 3.093  0.11
H 1.828 -0.385 3.484  0.10
H 0.279 -0.390 1.645  0.10
H -1.762 1.323 4.555  0.11
H -2.145 0.063 3.433  0.11
H -3.329 1.375 2.026  0.08
H -2.492 2.889 2.429  0.07
H -3.683 3.319 4.243  0.11
H -3.844 1.624 4.687  0.10
H -5.951 3.016 3.870  0.10
H -5.337 2.820 2.267  0.09
H -6.240 0.829 4.162  0.06
H -6.718 1.055 2.639  0.06
H -0.955 1.904 0.913  0.08
H 0.727 1.552 1.065  0.11
H 1.440 3.406 1.866  0.14
H -0.009 4.728 0.472  0.12
H -1.445 3.953 0.987  0.03
H -1.755 6.089 1.660  0.12
H -1.164 5.488 3.168  0.11
H 1.576 5.575 3.041  0.10
H 1.888 7.239 2.688  0.11
H 1.099 7.936 4.620  0.05
H -0.395 6.979 4.555  0.05
H 1.126 6.275 5.108  0.07
H 1.491 1.639 3.641  0.13
C -0.806 10.457 6.261  -2.02
Cl 0.850 10.291 6.867  0.51
Cl -1.634 11.726 7.169  0.52
Cl -0.757 10.872 4.542  0.45
Cl -1.681 8.938 6.469  0.55
C -3.010 2.525 -2.056  -2.02
Cl -1.300 2.885 -2.301  0.51
Cl -3.434 2.799 -0.358  0.59
Cl -3.992 3.598 -3.059  0.52
Cl -3.321 0.846 -2.506  0.54
C -1.058 -10.136 -4.089  -2.06
Cl -2.789 -10.342 -3.810  0.53
Cl -0.160 -10.735 -2.690  0.52
Cl -0.579 -11.042 -5.521  0.53
Cl -0.704 -8.415 -4.321  0.50
C 4.480 -7.356 0.184  -2.03
Cl 6.166 -7.839 0.391  0.50
Cl 3.795 -6.914 1.753  0.53
Cl 4.402 -5.975 -0.909  0.47
Cl 3.561 -8.702 -0.506  0.52
C -4.860 9.843 3.662  -2.00
Cl -3.464 8.889 3.152  0.53
Cl -5.802 10.316 2.248  0.51
Cl -5.868 8.866 4.753  0.50
Cl -4.317 11.290 4.529  0.50
C 0.564 14.688 5.291  -2.02
Cl -1.152 14.409 4.972  0.48
Cl 1.375 15.140 3.786  0.53
Cl 0.741 15.993 6.472  0.53
Cl 1.295 13.206 5.928  0.50
C -9.584 7.845 1.852  -2.01
Cl -9.175 6.759 0.518  0.53
Cl -10.999 7.210 2.708  0.45
Cl -8.198 7.963 2.944  0.46
Cl -9.954 9.451 1.212  0.53
C 3.892 -6.066 -4.786  -2.00
Cl 4.311 -5.960 -6.502  0.49
Cl 2.447 -7.060 -4.556  0.52
Cl 5.240 -6.792 -3.912  0.49
Cl 3.592 -4.437 -4.151  0.50
C -11.209 7.219 6.715  -2.02
Cl -9.983 7.566 5.494  0.47
Cl -10.883 8.165 8.174  0.53
Cl -12.804 7.647 6.079  0.52
Cl -11.173 5.497 7.108  0.49
C 3.748 -2.132 -8.545  -2.01
Cl 3.866 -3.252 -9.909  0.51
Cl 3.488 -3.004 -7.030  0.49
Cl 5.257 -1.218 -8.440  0.52
Cl 2.394 -1.023 -8.846  0.48
C 7.101 -3.146 -0.145  -2.05
Cl 7.538 -1.436 -0.060  0.52
Cl 6.299 -3.471 -1.687  0.49
Cl 8.560 -4.135 -0.024  0.53
Cl 6.009 -3.542 1.187  0.52
C 3.342 -5.945 -13.072  -2.04
Cl 4.614 -4.803 -13.521  0.53
Cl 3.592 -6.463 -11.397  0.48
Cl 1.769 -5.155 -13.216  0.52
Cl 3.404 -7.338 -14.159  0.52
C -1.318 5.242 -5.816  -2.05
Cl -0.076 5.969 -6.841  0.51
Cl -0.857 5.572 -4.136  0.49
Cl -2.875 6.014 -6.137  0.52
Cl -1.440 3.508 -6.134  0.52
C -2.719 13.380 1.477  -2.02
Cl -2.271 14.807 0.534  0.54
Cl -3.355 12.143 0.394  0.53
Cl -1.296 12.757 2.317  0.46
Cl -3.942 13.821 2.684  0.49
C 0.434 -8.822 -10.786  -2.04
Cl 1.875 -9.099 -11.761  0.50
Cl -0.435 -7.414 -11.400  0.50
Cl -0.615 -10.241 -10.867  0.54
Cl 0.919 -8.528 -9.110  0.50
C 3.790 2.253 -5.890  -2.03
Cl 3.061 0.868 -6.717  0.48
Cl 3.491 2.179 -4.147  0.53
Cl 5.532 2.227 -6.184  0.49
Cl 3.086 3.721 -6.575  0.52
C -1.722 -4.373 -9.101  -2.05
Cl -0.241 -3.487 -9.481  0.51
Cl -1.312 -5.860 -8.242  0.50
Cl -2.764 -3.372 -8.082  0.53
Cl -2.574 -4.772 -10.601  0.51
C 7.600 -12.094 0.064  -2.04
Cl 7.644 -13.265 -1.260  0.53
Cl 7.428 -12.950 1.598  0.51
Cl 9.100 -11.158 0.073  0.52
Cl 6.229 -11.003 -0.157  0.49
C -13.210 3.881 4.024  -2.03
Cl -13.501 4.003 5.763  0.49
Cl -13.516 2.223 3.492  0.53
Cl -14.295 4.985 3.169  0.53
Cl -11.535 4.314 3.661  0.49
C 5.644 -16.373 2.652  -2.05
Cl 4.676 -17.833 2.888  0.53
Cl 4.872 -15.342 1.445  0.51
Cl 5.765 -15.492 4.178  0.49
Cl 7.262 -16.820 2.098  0.52
C 9.241 -0.030 -5.535  -2.05
Cl 8.470 -1.406 -6.332  0.52
Cl 8.912 -0.095 -3.800  0.52
Cl 10.985 -0.090 -5.809  0.53
Cl 8.591 1.473 -6.201  0.49
C 3.191 -13.869 6.664  -2.06
Cl 4.622 -13.006 6.089  0.50
Cl 3.692 -15.230 7.674  0.52
Cl 2.182 -12.771 7.611  0.53
Cl 2.272 -14.470 5.280  0.52
C 7.292 -9.174 -6.801  -2.05
Cl 5.548 -9.254 -7.073  0.51
Cl 7.987 -7.887 -7.794  0.52
Cl 7.611 -8.840 -5.095  0.50
Cl 8.024 -10.721 -7.243  0.53



These records have calculated total energy values of -6037.4314; -44157.8692 a.u., in the order they appear.
These records have strongest force on any atom values of 1.26; 5.56 eV Å⁻¹, in the order they appear.